Formula: C54H56BaGeN3O3P2S5
Source: OMol25
Level of theory: ωB97M-V/def2-TZVPD

XYZ file:
```
125
Properties=species:S:1:pos:R:3:forces:R:3:mulliken_spin:R:1
Ba -0.2410 0.0257 0.0752 -0.4684 0.0754 1.1905 0.091
O -5.2333 -0.4842 -5.1664 0.0845 0.0071 0.0106 0.037
C -4.3153 -0.3112 -4.4154 -0.1849 -0.0263 -0.0465 0.011
S -2.8910 -1.3593 -4.3453 0.2623 0.0740 0.1759 0.025
C -2.0249 -0.5107 -3.0641 -0.1828 -0.4866 -0.4775 0.159
C -2.6682 0.6114 -2.5322 -0.5485 0.4125 -0.0401 0.123
S -2.1168 1.6179 -1.3172 -1.1388 0.9143 -0.8927 0.322
S -4.2405 1.0030 -3.2384 0.2396 0.0366 0.1140 0.004
S -0.5259 -1.1316 -2.6221 0.1032 -0.3503 -0.5264 0.260
C 5.6057 4.9897 2.5074 -0.2424 0.1773 -0.0626 0.000
S 4.4448 6.3550 2.2372 0.0958 0.0045 -0.1040 0.000
C 4.3166 6.3241 0.4143 -0.1150 -0.0771 0.2472 0.000
C 3.0831 5.6010 -0.1149 0.0858 -0.0993 0.0612 0.000
C 2.9916 4.1568 0.3737 -0.0783 0.3898 -0.2614 -0.001
N 1.8227 3.4618 -0.1789 -0.1206 -0.7544 0.3033 0.001
P 0.4320 3.1189 0.7586 0.4697 1.0873 0.5006 0.013
C -0.0785 4.7968 1.2940 -0.2857 -0.1951 -0.1424 -0.007
C -1.1453 5.3782 0.6088 0.0688 -0.0953 0.0031 0.002
C -1.5324 6.6815 0.8852 -0.0398 0.0265 -0.0345 0.001
C -0.8560 7.4105 1.8515 0.0228 -0.0046 0.0051 0.000
C 0.1900 6.8281 2.5569 0.0108 0.0461 0.0129 0.000
C 0.5707 5.5228 2.2906 0.0070 -0.0037 0.0118 0.000
C 1.0005 2.4481 2.3699 -0.1075 -0.1887 -0.1228 0.001
C 2.1798 1.7279 2.5424 -0.0192 0.0608 -0.1383 0.001
C 2.4399 1.0715 3.7382 0.0292 -0.0422 0.0697 -0.001
C 1.5189 1.1137 4.7722 0.0244 0.0300 0.0146 0.000
C 0.3388 1.8295 4.6133 -0.0019 -0.0112 0.0042 -0.001
C 0.0783 2.4858 3.4211 0.0095 -0.0026 0.0126 0.003
P 1.9421 2.1882 -1.3855 0.1650 1.1539 -0.7361 -0.054
C 3.5049 2.6652 -2.2404 -0.0043 -0.2731 0.2081 0.002
C 3.5896 3.7513 -3.1090 0.0526 0.0265 0.0227 -0.003
C 4.7994 4.0828 -3.6986 -0.0039 0.0436 -0.0141 0.000
C 5.9348 3.3264 -3.4380 0.0180 -0.0535 0.0126 0.000
C 5.8568 2.2311 -2.5919 0.0625 -0.0265 0.0110 0.000
C 4.6455 1.9014 -2.0006 -0.0444 0.0462 0.0616 0.000
C 0.7823 2.8093 -2.6599 -0.0178 -0.0194 -0.1524 0.012
C 0.0973 4.0177 -2.5972 0.0936 -0.0428 0.0646 0.003
C -0.8022 4.3622 -3.5959 -0.0606 0.0554 -0.0051 -0.010
C -1.0267 3.5035 -4.6613 -0.0079 -0.0076 -0.0146 0.006
C -0.3149 2.3141 -4.7515 -0.0334 -0.0321 -0.0165 -0.010
C 0.5868 1.9727 -3.7578 0.0209 0.0223 0.0556 0.046
H 5.7986 4.9570 3.5776 0.0362 -0.0592 -0.0008 0.000
H 6.5364 5.1816 1.9771 0.0340 -0.0449 0.0192 0.000
H 5.1721 4.0442 2.1849 0.0775 -0.0481 0.0515 0.000
H 5.2301 5.8636 0.0334 0.0365 0.0636 -0.0328 0.000
H 4.3009 7.3663 0.0985 0.0567 -0.0146 -0.0611 0.000
H 3.1219 5.6080 -1.2060 -0.0526 0.0073 -0.0438 0.000
H 2.1811 6.1346 0.1891 -0.0334 0.0170 -0.0219 0.000
H 2.9379 4.1638 1.4634 -0.0126 -0.0995 0.0188 0.000
H 3.9044 3.6262 0.0915 0.0350 -0.0538 0.0321 0.000
H -1.6694 4.7912 -0.1384 -0.0326 0.0694 -0.0260 -0.003
H -2.3626 7.1240 0.3494 0.0072 -0.0031 0.0039 0.000
H -1.1452 8.4316 2.0648 -0.0197 -0.0066 -0.0043 0.000
H 0.7153 7.3974 3.3133 -0.0031 -0.0257 0.0122 0.000
H 1.3773 5.0787 2.8610 0.0226 0.0050 -0.0331 0.000
H 2.9052 1.6910 1.7356 0.0061 0.0051 -0.0004 0.001
H 3.3608 0.5155 3.8631 -0.0097 -0.0113 -0.0192 0.000
H 1.7084 0.5809 5.6941 -0.0148 -0.0083 -0.0241 0.000
H -0.3796 1.8624 5.4240 0.0008 0.0120 -0.0065 0.000
H -0.8440 3.0451 3.2966 -0.0056 -0.0153 0.0384 0.000
H 2.7045 4.3362 -3.3248 0.0063 0.0040 -0.0252 0.000
H 4.8569 4.9324 -4.3673 -0.0071 -0.0118 -0.0034 0.000
H 6.8791 3.5790 -3.9030 -0.0168 0.0281 -0.0084 0.000
H 6.7370 1.6320 -2.3960 -0.0143 -0.0041 -0.0055 0.000
H 4.5839 1.0413 -1.3422 0.0097 -0.0135 -0.0260 0.000
H 0.2741 4.6897 -1.7660 -0.0260 0.0082 0.0065 -0.005
H -1.3349 5.3035 -3.5371 -0.0154 -0.0166 0.0129 0.001
H -1.7540 3.7556 -5.4225 0.0228 0.0318 -0.0036 0.000
H -0.4759 1.6479 -5.5905 0.0162 -0.0042 0.0171 0.002
H 1.1417 1.0438 -3.8251 -0.0598 -0.0483 -0.0235 -0.014
O 2.1420 -0.5600 0.0760 1.4933 -0.4609 -0.0234 -0.006
H 3.0138 -0.2501 0.3353 -0.0335 0.0446 0.0456 0.001
H 2.3178 -1.3551 -0.4872 -0.0217 -0.2036 0.1069 0.001
O 2.4055 -2.7341 -1.4475 -0.1276 -0.0247 -0.1100 -0.002
H 1.7130 -2.6804 -2.1209 0.0550 -0.1871 0.0335 0.002
H 2.2104 -3.5188 -0.9106 -0.0099 0.1129 0.0177 0.000
C 3.6742 -5.3487 1.2879 0.0510 -0.0337 -0.0105 0.000
C 2.3681 -5.8137 1.2290 -0.0009 -0.0191 -0.0248 0.000
C 1.3052 -4.9482 1.4667 0.0101 0.0173 -0.1025 0.000
C 1.5153 -3.5989 1.7592 -0.1496 0.1128 0.0899 -0.001
C 2.8409 -3.1556 1.8092 -0.0207 -0.0497 0.0049 0.001
C 3.9096 -4.0134 1.5862 0.0546 0.0173 0.0021 0.000
Ge 0.0077 -2.2978 2.0960 0.1145 -0.8714 0.8848 -0.008
C 0.1957 -2.1015 4.0949 -0.0453 -0.1364 -0.1697 0.002
C -0.8933 -1.6526 4.8486 0.0425 -0.0173 -0.0251 0.000
C -0.7982 -1.4457 6.2187 -0.0564 0.0407 0.0263 0.000
C 0.4009 -1.6833 6.8762 0.0486 0.0051 0.0723 0.000
C 1.4927 -2.1389 6.1505 0.0221 -0.0126 0.0189 0.000
C 1.3880 -2.3419 4.7797 -0.0453 0.0335 0.0255 0.000
C -1.5391 -3.5583 1.9450 0.0832 0.0367 0.0899 0.009
C -2.0427 -3.8077 0.6663 0.0162 0.0938 0.0549 -0.030
C -3.0991 -4.6823 0.4550 -0.0526 -0.0411 -0.0542 0.005
C -3.6881 -5.3244 1.5355 -0.0274 -0.0227 0.0203 0.001
C -3.2036 -5.0935 2.8152 -0.0050 0.0036 0.0223 0.000
C -2.1388 -4.2227 3.0142 -0.0127 -0.0356 -0.0449 -0.001
H 4.5052 -6.0202 1.1104 -0.0182 -0.0067 -0.0039 0.000
H 2.1759 -6.8571 1.0078 -0.0050 0.0066 -0.0040 0.000
H 0.2912 -5.3302 1.4258 0.0125 -0.0277 0.0125 0.000
H 3.0339 -2.1132 2.0429 0.0506 0.0126 -0.0046 0.000
H 4.9290 -3.6480 1.6447 -0.0177 0.0205 -0.0034 0.000
H -1.8442 -1.4892 4.3507 -0.0226 -0.0264 0.0556 0.000
H -1.6642 -1.1163 6.7834 0.0043 -0.0016 -0.0151 0.000
H 0.4827 -1.5300 7.9455 -0.0244 -0.0074 -0.0067 0.000
H 2.4268 -2.3488 6.6600 0.0034 0.0049 -0.0177 0.000
H 2.2509 -2.7086 4.2370 0.0124 -0.0362 0.0341 0.000
H -1.5908 -3.3058 -0.1886 -0.0366 -0.0346 -0.0451 0.015
H -3.4632 -4.8681 -0.5491 -0.0022 0.0306 0.0008 0.001
H -4.5205 -6.0009 1.3853 0.0177 -0.0054 -0.0287 0.000
H -3.6525 -5.6025 3.6605 -0.0009 0.0172 0.0023 0.000
H -1.7636 -4.0655 4.0191 -0.0085 -0.0212 0.0146 0.000
C -3.8922 1.1227 5.1644 0.0921 -0.0535 -0.0252 0.000
C -3.8495 0.7015 3.7357 -0.0321 -0.0398 -0.0546 0.001
C -4.8442 0.3543 2.8510 -0.0320 -0.0078 -0.0445 0.001
C -4.1852 -0.0073 1.6554 -0.1216 0.0218 0.1542 -0.001
N -2.8775 0.1126 1.7998 0.5063 0.0026 -0.3144 -0.007
N -2.6920 0.5484 3.0602 -0.0872 0.1084 0.0473 0.000
C -4.8006 -0.4441 0.3693 0.0905 0.0848 -0.0310 0.001
H -4.9185 1.3150 5.4675 -0.0006 0.0154 0.0012 0.000
H -3.3067 2.0294 5.3275 -0.0253 0.0071 0.0234 0.000
H -3.4869 0.3379 5.8070 -0.0084 0.0342 0.0218 0.000
H -5.9065 0.3489 3.0311 0.0212 0.0080 0.0433 0.000
H -1.7541 0.6637 3.4114 -0.0074 -0.0697 0.0501 0.001
H -5.7833 -0.8781 0.5447 0.0132 -0.0530 -0.0086 0.000
H -4.1697 -1.1826 -0.1268 -0.0222 -0.0136 -0.0107 -0.001
H -4.9232 0.4095 -0.3010 0.0022 -0.0327 -0.0223 -0.005
```
Forces are in eV/Å.

multiplicity: 2
HOMO energy (spin up / spin down): -6.4 / -6.4 eV
total charge: 0
calculated total energy: -7257.47134 Eh
relative energy (zero: lowest compared OMol25 entry of this formula, charge and spin): 21.07 kcal per mole
molar mass: 1227.28 g/mol
LUMO energy (spin up / spin down): -0.0014 / -0.0664 Eh
orbital gap (spin up / spin down): 6.400 / 4.628 eV